Record 1
{
  "formula": "C3H7Cl2N",
  "method": "ωB97M-V/def2-TZVPD",
  "elements": ["C", "C", "Cl", "Cl", "C", "N", "H", "H", "H", "H", "H", "H", "H"],
  "xyz": [[0.720, 0.105, 1.412], [0.744, 0.351, -0.129], [2.372, -0.150, -0.675], [0.586, 2.119, -0.448], [-0.327, -0.505, -0.897], [-1.608, -0.114, -0.439], [0.828, -0.986, 1.643], [1.448, 0.667, 1.975], [-0.313, 0.403, 1.725], [-0.116, -0.316, -1.930], [-0.191, -1.561, -0.720], [-1.853, 0.791, -0.798], [-2.291, -0.804, -0.720]],
  "forces_ev_per_angstrom": [[-1.922, -0.474, -0.559], [0.548, -1.175, 1.443], [0.099, -0.077, -0.391], [-0.306, -0.501, -0.071], [1.485, 1.332, 0.640], [-1.015, -0.286, 0.261], [0.024, 0.902, -0.409], [0.291, 0.238, -0.174], [0.905, -0.245, -0.015], [-0.011, 0.037, -0.956], [0.416, -0.246, 0.323], [-0.302, 0.236, -0.128], [-0.212, 0.259, 0.037]],
  "homo_energy_ev": -9.7913,
  "de_lowest_kcal_mol": 0.00,
  "homo_lumo_gap_ev": 10.6,
  "total_energy_ha": -1093.64780,
  "fmax_ha_per_bohr": 0.041,
  "smiles": "CC(Cl)(Cl)CN"
}

=====

Record 2
{
  "formula": "C3H7Cl2N4O",
  "method": "ωB97M-V/def2-TZVPD",
  "elements": ["C", "C", "C", "N", "N", "N", "N", "O", "Cl", "Cl", "H", "H", "H", "H", "H", "H", "H"],
  "xyz": [[0.067, -0.411, 1.465], [0.565, 2.165, -0.906], [0.066, -2.410, -0.064], [0.127, 0.991, 1.048], [0.462, 1.069, -0.242], [0.483, -1.075, 0.316], [0.674, -0.234, -0.735], [-0.260, -0.941, 2.478], [2.433, -0.307, -1.232], [-2.388, 0.666, -0.772], [-2.942, 1.684, -0.231], [0.816, 1.843, -1.911], [0.305, 3.108, -0.345], [-1.076, -2.466, -0.017], [0.417, -2.472, -0.997], [0.477, -3.032, 0.592], [-0.228, 1.823, 1.552]],
  "forces_ev_per_angstrom": [[0.192, -0.160, -0.593], [-0.404, -1.376, 0.450], [-4.528, 3.009, 1.180], [-0.290, -0.810, 2.118], [-0.023, 1.330, 1.323], [-0.401, 1.067, 0.948], [1.061, 0.402, -1.267], [-0.018, 1.169, -0.411], [-0.417, 0.140, 0.025], [-0.375, -0.140, -0.205], [-0.180, 0.050, 0.053], [0.085, 1.499, -0.451], [0.592, -0.996, -1.302], [1.540, -0.119, -0.226], [1.142, -1.104, -3.608], [1.678, -2.954, 2.451], [0.346, -1.008, -0.484]],
  "total_charge": 1,
  "homo_energy_ev": -14.1071,
  "de_lowest_kcal_mol": 0.00,
  "homo_lumo_gap_ev": 8.5,
  "total_energy_ha": -1332.73251,
  "fmax_ha_per_bohr": 0.108
}

=====

Record 3
{
  "formula": "C3H7Cl2NO5P",
  "method": "ωB97M-V/def2-TZVPD",
  "elements": ["O", "N", "O", "C", "P", "O", "O", "O", "H", "H", "H", "Cl", "C", "C", "Cl", "H", "H", "H", "H"],
  "xyz": [[-1.238, 1.167, -0.490], [-2.250, 1.078, 0.100], [-2.166, 1.333, 1.435], [-1.038, 2.130, 1.908], [0.053, 1.141, 2.854], [0.424, 1.771, 4.125], [1.360, 0.724, 1.999], [-0.603, -0.314, 3.142], [-1.441, 2.834, 2.604], [1.850, 1.550, 1.908], [-0.270, -0.923, 2.472], [0.259, -3.492, -3.512], [0.381, -1.710, -3.448], [1.052, -1.224, -2.192], [0.063, -1.499, -0.750], [-0.622, -1.303, -3.538], [0.961, -1.404, -4.316], [1.213, -0.149, -2.261], [2.013, -1.710, -2.042]],
  "forces_ev_per_angstrom": [[0.734, 0.389, -0.720], [-0.574, -0.439, 0.621], [-0.410, 0.675, -0.314], [0.699, -1.122, -0.061], [-1.570, 0.929, 0.174], [0.738, 0.563, 0.882], [0.338, -0.430, -0.174], [0.607, -0.417, -0.687], [-0.482, 0.396, 0.346], [0.077, -0.085, -0.217], [-0.187, -0.237, 0.073], [-0.013, -0.029, -0.017], [0.019, 0.126, -0.099], [0.077, 0.130, 0.105], [0.025, -0.349, 0.060], [-0.075, -0.049, 0.063], [0.047, -0.025, -0.008], [-0.063, 0.039, -0.026], [0.013, -0.066, 0.001]],
  "total_charge": -1,
  "homo_energy_ev": -3.1227,
  "homo_lumo_gap_ev": 5.8,
  "total_energy_ha": -1811.21695,
  "fmax_ha_per_bohr": 0.036
}

=====

Record 4
{
  "formula": "C3H7ClFN",
  "method": "ωB97M-V/def2-TZVPD",
  "elements": ["C", "N", "C", "C", "F", "Cl", "H", "H", "H", "H", "H", "H", "H"],
  "xyz": [[1.236, -0.103, -1.206], [0.377, 0.869, -0.585], [-0.849, 0.362, -0.007], [-0.825, -0.202, 1.415], [-2.079, -0.268, 1.900], [-0.086, -1.811, 1.363], [1.642, -0.957, -0.559], [2.127, 0.263, -1.715], [0.641, -0.553, -2.035], [0.888, 1.436, 0.069], [-1.203, -0.406, -0.739], [-1.689, 1.067, -0.030], [-0.180, 0.303, 2.129]],
  "forces_ev_per_angstrom": [[0.175, -2.329, -0.618], [0.153, 0.488, 0.647], [-0.758, -0.474, -1.062], [0.972, -0.148, -0.833], [-0.556, -0.132, 0.254], [-0.020, -0.813, 0.258], [-0.771, 1.050, -0.594], [-0.154, 0.844, 0.223], [0.419, -0.046, 0.602], [0.080, 0.303, 0.187], [0.190, 0.136, 0.907], [0.458, 0.532, 0.126], [-0.190, 0.588, -0.096]],
  "homo_energy_ev": -9.1564,
  "de_lowest_kcal_mol": 18.97,
  "homo_lumo_gap_ev": 10.2,
  "total_energy_ha": -733.29515,
  "fmax_ha_per_bohr": 0.047,
  "smiles": "CNC[C@@H](F)Cl"
}

=====

Record 5
{
  "formula": "C3H7ClIN",
  "method": "ωB97M-V/def2-TZVPD",
  "elements": ["C", "C", "N", "C", "Cl", "I", "H", "H", "H", "H", "H", "H", "H"],
  "xyz": [[0.253, -0.944, -0.176], [0.561, 0.517, 0.119], [-0.556, 1.364, -0.147], [-1.988, 1.180, 0.975], [-3.126, 2.376, 0.529], [-1.298, 1.295, 3.011], [-0.326, -1.028, -1.095], [1.183, -1.499, -0.295], [-0.311, -1.393, 0.640], [0.973, 0.613, 1.138], [1.326, 0.876, -0.583], [-0.332, 2.341, 0.005], [-2.333, 0.174, 0.778]],
  "forces_ev_per_angstrom": [[0.102, 0.177, 0.000], [0.488, -0.365, 0.220], [-4.160, 0.233, 1.879], [4.156, -0.124, -1.928], [-0.202, 0.249, -0.094], [-0.253, -0.024, -0.369], [0.009, -0.002, -0.021], [-0.036, -0.099, 0.056], [-0.073, -0.093, 0.050], [-0.021, 0.021, -0.141], [0.062, -0.088, 0.162], [0.037, 0.039, 0.130], [-0.108, 0.077, 0.055]],
  "homo_energy_ev": -9.2498,
  "de_lowest_kcal_mol": 0.00,
  "homo_lumo_gap_ev": 9.4,
  "total_energy_ha": -931.09098,
  "fmax_ha_per_bohr": 0.089,
  "smiles": "CCN[C@H](Cl)I"
}

=====

Record 6
{
  "formula": "C3H7ClN2O",
  "method": "ωB97M-V/def2-TZVPD",
  "elements": ["N", "N", "Cl", "C", "C", "C", "O", "H", "H", "H", "H", "H", "H", "H"],
  "xyz": [[-1.315, 1.731, 1.426], [-0.825, 0.634, 0.844], [0.209, -0.328, 2.297], [0.103, 0.824, -0.286], [0.808, -0.338, -0.801], [0.359, -1.489, -1.293], [1.222, -2.582, -1.560], [-0.693, 2.321, 2.076], [-2.100, 1.469, 2.033], [-0.612, 1.388, -1.028], [0.827, 1.663, -0.124], [1.979, -0.229, -0.597], [-0.738, -1.673, -1.533], [0.776, -3.390, -1.452]],
  "forces_ev_per_angstrom": [[0.102, 1.423, 1.634], [0.849, -1.544, 1.006], [-0.406, 0.433, -1.053], [-1.798, 3.815, -0.852], [3.599, -1.025, 0.463], [-0.752, -1.223, -0.264], [0.172, 3.361, 0.014], [-0.444, -1.079, -1.729], [0.262, -0.035, -0.596], [0.969, -1.432, 0.930], [-0.268, -0.739, 0.412], [-2.642, -0.729, -0.583], [1.508, 0.235, 0.466], [-1.151, -1.461, 0.152]],
  "homo_energy_ev": -9.3044,
  "de_lowest_kcal_mol": 71.04,
  "homo_lumo_gap_ev": 9.4,
  "total_energy_ha": -763.32410,
  "fmax_ha_per_bohr": 0.084,
  "smiles": "NN(Cl)C/C=C/O"
}

=====

Record 7
{
  "formula": "C3H7ClN2Si",
  "method": "ωB97M-V/def2-TZVPD",
  "elements": ["C", "N", "Si", "C", "Cl", "C", "N", "H", "H", "H", "H", "H", "H", "H"],
  "xyz": [[-0.984, 0.544, -1.657], [-0.443, -0.617, -0.925], [0.800, -0.370, 0.405], [-0.160, -0.484, 1.985], [1.965, -2.009, 0.244], [1.718, 1.341, 0.138], [2.173, 2.388, -0.087], [-2.118, 0.451, -1.715], [-0.515, 1.455, -1.251], [-0.632, 0.331, -2.635], [-0.538, -1.534, -1.470], [0.250, -0.041, 2.891], [-1.098, 0.038, 1.751], [-0.420, -1.492, 2.325]],
  "forces_ev_per_angstrom": [[-0.675, -1.623, 0.373], [1.501, -0.735, 1.299], [-2.414, -0.390, -1.999], [-0.147, 0.642, 0.625], [0.821, -0.208, 0.014], [-0.195, -0.059, -0.128], [-0.602, -1.471, 0.364], [1.321, 0.881, 0.465], [-0.875, -0.124, -0.383], [0.183, 0.894, -1.369], [0.613, 1.995, 1.401], [0.267, 0.375, -0.147], [0.089, -0.085, 0.200], [0.113, -0.092, -0.714]],
  "homo_energy_ev": -9.1973,
  "de_lowest_kcal_mol": 31.00,
  "homo_lumo_gap_ev": 9.9,
  "total_energy_ha": -977.76443,
  "fmax_ha_per_bohr": 0.061,
  "smiles": "CN[Si@@](C)(Cl)C#N"
}

=====

Record 8
{
  "formula": "C3H7ClN3O",
  "method": "ωB97M-V/def2-TZVPD",
  "elements": ["C", "C", "C", "N", "N", "N", "O", "Cl", "H", "H", "H", "H", "H", "H", "H"],
  "xyz": [[3.173, 1.063, 0.302], [-0.268, -0.088, -0.832], [2.905, -0.200, 0.085], [0.869, -0.169, -0.539], [-1.512, -0.072, -1.070], [-3.249, -1.113, 0.626], [2.322, 2.079, 0.201], [3.338, -1.733, 0.013], [4.207, 1.259, 0.596], [-2.776, -1.660, 1.339], [-1.857, 0.308, -1.938], [-2.220, -0.497, -0.370], [-3.904, -1.724, 0.150], [-3.782, -0.387, 1.092], [2.753, 2.933, 0.346]],
  "forces_ev_per_angstrom": [[0.156, 0.433, 0.059], [3.863, -0.227, 1.019], [-2.210, 0.440, -0.671], [-0.307, 0.129, -0.053], [-1.534, 0.198, -0.597], [-0.148, -0.102, 0.176], [-0.121, -0.092, -0.080], [0.270, -0.427, 0.032], [-0.086, -0.141, -0.003], [-0.117, -0.015, 0.031], [0.126, 0.041, -0.042], [0.069, 0.024, -0.050], [-0.030, -0.025, 0.078], [-0.046, -0.061, 0.060], [0.115, -0.176, 0.042]],
  "total_charge": 1,
  "homo_energy_ev": -13.5160,
  "de_lowest_kcal_mol": 70.74,
  "homo_lumo_gap_ev": 8.8,
  "total_energy_ha": -817.84981,
  "fmax_ha_per_bohr": 0.078
}

=====

Record 9
{
  "formula": "C3H7ClNP",
  "method": "ωB97M-V/def2-TZVPD",
  "elements": ["Cl", "C", "C", "N", "P", "C", "H", "H", "H", "H", "H", "H", "H"],
  "xyz": [[-2.557, 0.146, 0.442], [-0.928, 0.146, -0.357], [-0.115, -1.165, -0.046], [1.014, -0.893, 0.777], [1.643, 0.673, 0.306], [-0.133, 1.360, 0.169], [-1.069, 0.122, -1.388], [-0.915, -1.865, 0.263], [0.238, -1.486, -0.955], [1.769, -1.528, 0.998], [1.772, 0.548, -1.052], [-0.316, 2.261, -0.354], [-0.403, 1.683, 1.199]],
  "forces_ev_per_angstrom": [[0.130, -0.164, -0.325], [1.062, 0.048, 2.852], [-2.342, 0.083, 0.777], [0.634, 2.402, 0.791], [-1.009, 0.442, 1.622], [0.752, -1.138, 1.283], [-0.547, 0.523, -1.650], [0.959, -0.131, 0.559], [0.591, -1.008, -2.607], [-0.616, -0.513, -0.283], [0.157, -0.392, -1.394], [0.279, 0.747, -1.184], [-0.049, -0.898, -0.441]],
  "homo_energy_ev": -9.3141,
  "de_lowest_kcal_mol": 0.00,
  "homo_lumo_gap_ev": 10.3,
  "total_energy_ha": -974.78152,
  "fmax_ha_per_bohr": 0.059,
  "smiles": "Cl[C@@H]1CNPC1"
}

=====

Record 10
{
  "formula": "C3H7ClO4S2",
  "method": "ωB97M-V/def2-TZVPD",
  "elements": ["C", "C", "C", "O", "O", "O", "O", "S", "S", "Cl", "H", "H", "H", "H", "H", "H", "H"],
  "xyz": [[-3.525, -0.303, 0.365], [0.758, 0.383, -1.668], [-2.256, -0.347, 0.591], [3.080, 0.490, -0.479], [1.624, 2.354, 0.109], [0.647, -1.429, 0.612], [2.773, -0.669, 1.664], [1.740, 0.966, -0.212], [1.255, -0.406, 1.465], [-1.606, 0.513, 1.969], [-4.287, 0.323, 0.735], [3.385, -0.580, 0.862], [-3.884, -0.803, -0.575], [1.185, 0.578, -2.644], [0.875, -0.632, -1.482], [-0.281, 0.528, -1.491], [-1.482, -0.965, 0.178]],
  "forces_ev_per_angstrom": [[-1.642, -0.972, -3.566], [0.621, 0.521, 1.559], [1.255, 0.199, 1.762], [0.853, -0.444, -0.714], [-0.697, 0.438, 0.096], [-0.109, -0.418, 0.517], [1.290, -0.455, 0.571], [0.272, 0.945, -1.395], [-0.319, -0.271, -0.866], [-0.068, 0.308, 0.071], [-0.295, 0.685, 1.155], [-1.066, 0.175, 0.323], [0.460, 0.065, 1.047], [0.089, 0.777, 0.195], [0.286, -2.204, 0.004], [-0.800, 0.861, -0.259], [-0.132, -0.210, -0.499]],
  "homo_energy_ev": -9.9201,
  "de_lowest_kcal_mol": 0.00,
  "homo_lumo_gap_ev": 9.8,
  "total_energy_ha": -1675.93316,
  "fmax_ha_per_bohr": 0.079
}

=====

Record 11
{
  "formula": "C3H7ClOS",
  "method": "ωB97M-V/def2-TZVPD",
  "elements": ["C", "C", "Cl", "C", "O", "S", "H", "H", "H", "H", "H", "H", "H"],
  "xyz": [[-1.419, 0.619, -0.638], [-0.465, 0.353, 0.486], [-1.240, -0.572, 1.686], [0.763, -0.366, -0.142], [0.484, -1.681, -0.346], [2.405, -0.102, 1.195], [-1.727, -0.230, -1.217], [-2.321, 1.082, -0.304], [-0.952, 1.390, -1.269], [-0.159, 1.347, 1.076], [1.307, 0.048, -1.074], [0.025, -2.132, 0.380], [3.298, 0.244, 0.166]],
  "forces_ev_per_angstrom": [[0.178, 1.696, -0.566], [1.956, 3.115, -0.473], [-0.679, -1.536, 1.651], [2.187, 0.157, 1.433], [0.519, -0.420, -0.863], [-0.742, 0.087, -2.222], [0.301, -0.659, -0.230], [-0.694, 0.290, 0.568], [-0.090, -0.435, -0.222], [-0.430, -2.080, -1.814], [-1.659, -0.406, 1.532], [0.118, 0.606, 0.118], [-0.966, -0.416, 1.088]],
  "homo_energy_ev": -9.0744,
  "de_lowest_kcal_mol": 27.28,
  "homo_lumo_gap_ev": 9.8,
  "total_energy_ha": -1052.08140,
  "fmax_ha_per_bohr": 0.072,
  "smiles": "C[C@@H](Cl)[C@H](O)S"
}

=====

Record 12
{
  "formula": "C3H7ClSi",
  "method": "ωB97M-V/def2-TZVPD",
  "elements": ["C", "C", "C", "Si", "Cl", "H", "H", "H", "H", "H", "H", "H"],
  "xyz": [[-1.099, -1.326, -0.060], [-0.318, -0.259, 0.016], [-0.701, 0.997, 0.810], [1.272, -0.257, -1.033], [2.761, 1.286, 0.742], [-0.613, -2.248, -0.462], [-2.134, -1.306, 0.393], [-1.250, 1.636, 0.101], [0.130, 1.607, 1.277], [-1.477, 0.736, 1.691], [1.642, 0.696, -2.003], [1.787, -1.563, -1.473]],
  "forces_ev_per_angstrom": [[-0.388, -1.062, 0.567], [1.135, 1.423, -0.131], [-1.633, -0.170, 1.295], [-0.536, -1.827, 1.121], [0.622, 0.669, 0.666], [-1.247, 0.677, -0.060], [1.343, -0.463, -0.325], [0.197, 0.210, 0.411], [-0.830, -0.937, -0.714], [1.774, 0.476, -1.995], [-0.046, 1.260, -0.770], [-0.390, -0.257, -0.065]],
  "homo_energy_ev": [-5.9214, -9.7442],
  "de_lowest_kcal_mol": 40.40,
  "multiplicity": 3,
  "homo_lumo_gap_ev": [6.8, 5.2],
  "total_energy_ha": -867.98527,
  "s2": 2.01,
  "fmax_ha_per_bohr": 0.053
}